Version w
DFT (ωB97M-V with the def2-TZVPD basis set) results for 2 unconnected molecules or ions with the total composition C3H12N2OS.

Geometry as XYZ:
```
19
C3H12N2OS (ωB97M-V with the def2-TZVPD basis set)
N -1.923 -0.082 -0.573
C -1.808 -0.098 0.875
N -0.585 0.529 1.334
C 0.537 -0.383 1.199
C 1.711 0.470 0.488
S 3.293 -0.526 0.171
H -1.889 -1.036 -0.969
H -2.863 0.228 -0.800
H -1.954 -1.096 1.439
H -2.681 0.546 1.267
H -0.659 1.448 0.804
H 0.224 -1.225 0.546
H 0.717 -0.738 2.286
H 1.977 1.462 1.057
H 1.493 0.824 -0.559
H 2.659 -1.639 -0.236
O 0.959 0.280 -2.714
H 0.062 -0.026 -2.465
H 0.731 1.064 -3.150
```

Results
HOMO level   -0.3172 Ha
Net charge   0
Kohn-Sham gap   9.3 eV



Version x
DFT (ωB97M-V with the def2-TZVPD basis set) results for a molecular structure, C3H12N2OS.

Geometry as XYZ:
```
19
C3H12N2OS (ωB97M-V with the def2-TZVPD basis set)
N 0.932 -2.105 0.481
C 2.106 -1.335 -0.105
O 1.783 -0.084 -0.596
H 0.222 -2.313 -0.215
H 1.284 -2.987 0.847
H 2.819 -1.209 0.767
H 2.556 -2.022 -0.853
C -1.304 0.504 0.332
C -1.190 1.654 -0.685
S -2.882 2.082 -1.221
N -0.037 0.144 1.012
H -1.667 -0.375 -0.192
H -2.090 0.706 1.041
H -0.613 1.316 -1.590
H -0.689 2.543 -0.223
H -2.669 3.319 -1.662
H 0.256 -1.005 1.059
H 0.288 0.839 1.690
H 0.895 0.328 0.114
```

Results
HOMO level   -0.3188 Ha
Net charge   0
Kohn-Sham gap   9.6 eV



version x is the least stable structure shown above.